## 1
ORCA calculation (the ωB97M-V functional and the def2-TZVPD basis) on 2 unconnected molecules or ions with the total composition H3N2O2P.

XYZ file:
```
8
Properties=species:S:1:pos:R:3:nbo_charge:R:1
N -1.662 -0.250 -0.326 -1.117
N 2.049 0.009 -0.024 0.464
O 2.885 0.512 0.681 -0.319
O 1.997 -1.092 -0.512 -0.332
P -0.823 1.175 -0.215 0.574
H -1.798 -0.673 -1.231 0.402
H -1.784 -0.898 0.433 0.404
H -0.864 1.217 1.194 -0.076
```



## 2
8
Properties=species:S:1:pos:R:3:nbo_charge:R:1 method="wB97M-V/def2-TZVPD" smiles="NP[N+](=O)[O-]"
N 1.105 -0.763 -0.084 -1.077
P -0.233 -0.175 0.934 0.793
N -1.227 0.353 -0.518 0.314
O -1.265 -0.421 -1.477 -0.373
O -1.830 1.379 -0.358 -0.377
H 1.668 0.022 -0.166 0.376
H 1.516 -1.593 0.508 0.395
H 0.266 1.198 1.161 -0.051



Most stable one: 2, least stable one: 1.



## 1
8
Properties=species:S:1:pos:R:3:nbo_charge:R:1 method="wB97M-V/def2-TZVPD" smiles="NP=O.N=O"
N -0.824 -0.510 -0.247 -1.197
P -0.808 -1.436 1.137 1.429
O 0.127 -0.665 2.033 -1.045
H -0.650 0.582 -0.283 0.459
H -1.499 -0.883 -0.873 0.383
N 0.969 1.165 0.889 -0.041
O 0.814 2.268 1.442 -0.290
H 1.723 0.673 1.340 0.302



## 2
ORCA calculation (the ωB97M-V functional and the def2-TZVPD basis) on 2 unconnected molecules or ions with the total composition H3N2O2P.

XYZ file:
```
8
Properties=species:S:1:pos:R:3:nbo_charge:R:1
N -0.209 -0.195 -0.048 -0.378
N 0.971 -0.005 -0.455 -0.265
O 0.140 0.635 2.323 -1.116
O 2.096 2.022 2.991 -1.041
P 1.437 1.246 1.930 1.587
H -0.319 -0.813 0.817 0.466
H -0.946 0.157 -0.683 0.398
H 0.951 0.738 -1.267 0.350
```



Most stable one: 1, least stable one: 2.



## 1
16
Properties=species:S:1:pos:R:3:nbo_charge:R:1 method="wB97M-V/def2-TZVPD"
C 0.882 -0.055 -1.433 -0.269
C 1.021 1.108 -0.705 0.015
N 0.608 1.647 0.498 -0.456
N -0.421 1.078 1.368 -0.408
C -0.516 -0.206 0.679 -0.278
C -1.248 -1.492 0.555 -0.287
N -0.624 -1.993 -0.771 -0.116
N 0.212 -1.369 -1.463 -0.160
H 1.481 -0.035 -2.337 0.210
H 1.675 1.825 -1.194 0.220
H 0.553 2.647 0.518 0.392
H 0.077 0.942 2.247 0.345
H 0.490 -0.584 0.657 0.171
H -0.809 0.187 -0.292 0.202
H -2.321 -1.429 0.362 0.211
H -1.062 -2.272 1.309 0.208



## 2
16
Properties=species:S:1:pos:R:3:nbo_charge:R:1 method="wB97M-V/def2-TZVPD" smiles="[H]/N=C1/C=C(N)CN1N"
H 0.949 -1.372 -2.538 0.360
N 1.355 -1.528 -1.594 -0.690
C 0.700 -0.957 -0.712 0.411
C 0.870 -0.979 0.739 -0.351
C 0.097 -0.037 1.280 0.220
N -0.288 0.117 2.640 -0.811
C -0.721 0.681 0.213 -0.271
N -0.410 -0.031 -0.992 -0.311
N -0.370 0.505 -2.258 -0.622
H 1.621 -1.586 1.249 0.233
H -0.341 1.174 2.833 0.378
H 0.258 -0.433 3.305 0.390
H -0.501 1.790 0.166 0.188
H -1.824 0.529 0.461 0.207
H -1.305 0.626 -2.564 0.344
H -0.089 1.500 -2.227 0.324



Most stable one: 2, least stable one: 1.



## 1
ORCA calculation (the ωB97M-V functional and the def2-TZVPD basis) on a molecular structure, C4H8N4.

XYZ file:
```
16
Properties=species:S:1:pos:R:3:nbo_charge:R:1
C 1.583 -1.755 0.391 -0.678
C -0.381 1.359 -0.207 0.610
C 0.953 -0.422 0.167 0.302
N -0.261 1.712 -1.555 -0.866
C -1.426 -0.867 0.723 0.019
N 1.388 0.746 0.101 -0.429
N -0.502 -0.280 0.074 -0.337
N -1.069 1.993 0.664 -0.856
H 0.447 1.225 -2.082 0.386
H -1.144 1.802 -2.037 0.378
H -1.195 2.959 0.378 0.358
H 2.664 -1.639 0.438 0.252
H 1.330 -2.449 -0.415 0.226
H 1.241 -2.195 1.333 0.222
H -2.360 -0.338 0.869 0.226
H -1.267 -1.850 1.157 0.189
```



## 2
ORCA calculation (the ωB97M-V functional and the def2-TZVPD basis) on a molecular structure, C4H8N4.

XYZ file:
```
16
Properties=species:S:1:pos:R:3:nbo_charge:R:1
C 2.060 0.166 -1.030 -0.410
N 1.604 0.092 0.345 -0.608
C 0.318 -0.193 0.684 0.425
N -0.020 -0.650 1.801 -0.682
H 2.273 -0.254 1.016 0.399
H 3.134 0.345 -1.021 0.208
H 1.589 1.002 -1.549 0.196
H 1.870 -0.756 -1.585 0.200
C -0.732 0.155 -0.494 0.072
C -2.604 0.228 1.502 0.086
N -2.376 0.669 0.441 -0.278
N -0.999 -0.836 -1.268 -0.675
H -1.166 -0.553 -2.232 0.335
H -0.563 1.182 -0.846 0.162
H -1.093 -0.588 1.954 0.312
H -3.296 -0.010 2.283 0.257
```



Most stable one: 1, least stable one: 2.